{"formula": "C22H36As2GeIrN2O8", "method": "the ωB97M-V functional and the def2-TZVPD basis", "energy_ev": -223769.993, "multiplicity": 5, "homo_lumo_gap_ev": [4.96, 3.96], "charge": 1, "species": ["H", "H", "C", "H", "H", "C", "H", "C", "H", "C", "C", "H", "H", "C", "H", "C", "H", "C", "C", "H", "H", "H", "Ir", "C", "C", "H", "H", "H", "H", "C", "C", "C", "O", "N", "C", "O", "H", "H", "H", "H", "C", "As", "C", "H", "Ge", "As", "H", "H", "H", "H", "H", "C", "H", "H", "C", "O", "O", "H", "H", "O", "C", "H", "H", "H", "C", "C", "H", "N", "O", "H", "O", "O"], "coordinates": [[-2.247, 0.172, 3.791], [3.995, 0.608, -2.552], [1.182, -1.645, -2.580], [0.382, 5.440, 1.519], [-0.680, -0.737, 3.791], [1.852, -1.655, 2.538], [1.063, -5.932, -1.505], [-3.557, -0.728, 0.829], [-0.620, -0.320, -5.029], [1.807, 1.658, 0.461], [3.695, 3.749, 2.239], [-2.251, -1.640, 3.788], [3.994, 2.110, -1.554], [-3.200, 0.045, -3.639], [0.825, -1.395, 2.208], [-0.812, -2.321, 0.829], [2.802, -5.862, -1.023], [2.502, -3.260, -0.178], [1.784, -5.484, -0.791], [-3.556, -0.728, -0.280], [0.554, -1.674, -5.259], [3.384, 3.758, 1.180], [-0.805, 0.854, -1.295], [-0.805, 0.854, 0.832], [2.438, 1.016, 1.482], [-5.740, 0.420, -2.552], [-1.327, 1.760, 1.203], [1.498, -5.784, 0.241], [-4.078, 0.178, 1.200], [-5.008, 1.073, -0.662], [-3.630, 0.507, -2.300], [1.044, 2.940, 0.579], [0.702, 3.438, 1.794], [-2.852, 0.854, -1.295], [-1.726, -0.734, 3.421], [1.283, -2.820, -2.887], [3.671, 4.791, 2.621], [-3.576, -0.964, -3.837], [-0.207, 4.729, 3.072], [0.241, 0.851, 1.203], [1.804, -1.083, -1.335], [3.177, -0.836, 1.300], [-0.091, 4.549, 1.984], [-4.080, -1.634, 1.199], [-1.725, -0.732, 1.478], [1.771, 0.854, -1.295], [-3.315, 1.537, 0.682], [1.999, -1.314, 3.578], [-3.576, 0.716, -4.417], [-1.097, 4.380, 1.542], [-2.108, 0.021, -3.707], [-3.697, 1.206, -0.275], [-0.805, 2.578, -1.295], [-5.942, 1.250, -0.149], [-0.156, -1.205, -4.546], [3.263, -3.724, 0.661], [2.822, 0.908, 3.802], [-0.812, -2.319, -0.280], [4.739, 3.376, 2.298], [0.509, -0.802, -3.407], [3.728, 1.033, -1.563], [-1.338, -3.225, 1.199], [1.957, -2.756, 2.550], [0.234, -2.322, 1.200], [2.387, -1.762, -0.296], [2.667, 1.635, 2.836], [4.324, 0.520, -0.789], [-4.953, 0.627, -1.953], [0.625, 3.481, -0.436], [-0.957, -1.928, -4.283], [2.876, 2.963, 3.029], [1.747, -4.110, -0.913]], "atomic_forces_ev_per_a": [[0.32, -0.55, -0.03], [-0.19, 0.22, 0.59], [0.30, -2.31, 0.22], [-0.45, -0.41, 0.19], [-0.67, 0.02, -0.04], [0.02, -0.21, 0.90], [0.42, 0.60, 0.36], [-0.71, -1.91, 1.10], [0.51, -0.42, 0.40], [-0.25, 2.25, 0.34], [1.54, 0.65, -1.52], [0.32, 0.55, -0.13], [-0.11, -0.61, -0.02], [0.13, -0.03, -0.17], [1.26, 0.27, 0.61], [0.11, -0.45, -0.33], [-0.59, 0.08, 0.26], [0.80, -1.33, 0.79], [0.69, -1.78, 0.83], [-0.22, -1.17, 1.42], [-0.55, 0.15, 0.36], [0.11, -0.01, 0.40], [0.71, 1.53, 1.02], [-0.27, 0.36, -0.87], [1.09, -0.04, 2.98], [0.21, 0.00, 0.04], [0.44, -0.32, -0.21], [0.29, 0.00, -0.55], [0.22, -2.24, 0.60], [0.76, 1.25, -0.13], [-1.48, -0.58, -1.10], [-0.84, 0.45, -0.74], [1.89, -2.86, 0.14], [-0.13, 1.23, -0.11], [0.03, 0.16, 0.49], [0.00, 1.39, -0.37], [-0.17, -0.80, -0.03], [0.08, 0.11, -0.03], [0.25, -0.34, -0.68], [-1.41, -0.22, -0.10], [-2.30, 1.35, -1.89], [-1.12, -1.36, 0.29], [-1.19, 1.71, -0.47], [0.31, 0.30, -0.11], [-0.13, -0.64, 0.16], [0.46, 0.18, -0.05], [-0.04, 0.47, -0.82], [0.04, -0.01, -0.50], [0.06, -0.09, 0.06], [0.52, 0.28, 0.16], [-0.32, 0.06, 0.11], [-0.93, 3.33, -0.75], [-0.07, -2.84, -0.11], [0.24, -0.08, 0.01], [-0.48, -1.46, -1.56], [0.04, 0.50, 0.07], [0.21, -1.68, 2.91], [0.08, -0.21, 0.51], [-0.49, 0.28, -0.08], [0.43, 2.72, 2.02], [0.55, 1.14, -1.32], [0.34, 0.43, -0.28], [0.09, 0.61, -0.20], [-1.19, -0.52, -0.90], [-0.11, -1.31, 0.62], [0.49, 1.76, -6.09], [-0.66, 0.07, -0.11], [1.57, -0.22, -0.24], [0.54, 0.50, 0.18], [0.49, 0.24, -0.32], [-1.29, -1.45, 2.01], [-0.61, 3.26, -0.19]]}